ORCA calculation (wB97M-V/def2-TZVPD) on a cluster of 2 separate species, C3H8FN2O2 in total in a non-equilibrium geometry.

The geometry in ORCA input format:
```
! RIJCOSX wB97M-V def2-TZVPD def2/J DEFGRID3
* xyz 1 1
C -1.69484 -0.03912 -0.10902
C -1.24677 -1.25070 0.14940
C 2.72727 0.55588 0.06468
N -3.01818 0.30818 -0.02908
N 2.58429 -0.60895 -0.48528
O -0.73103 0.93920 -0.35780
O 1.72284 1.18266 0.45680
F 0.03109 -1.53482 0.02629
H -1.72248 -2.13112 0.52830
H 3.64446 1.00332 0.25362
H -3.52804 0.06029 0.76399
H -3.37421 1.16449 -0.43520
H 3.36664 -1.22621 -0.58212
H -1.18955 1.73121 -0.05659
H 1.71627 -1.09384 -0.60119
H 0.71224 0.93953 0.41323
*
```

Its HOMO energy is -12.28 eV. Its relative energy (zero: lowest compared OMol25 entry of this formula, charge and spin) is 19.90 kcal/mol. Its gap between HOMO and LUMO is 8.7946 eV. The lowest unoccupied orbital energy is -3.485 eV.